{
  "formula": "H37O18",
  "method": "the ωB97M-V functional and the def2-TZVPD basis",
  "s_squared": 0.757,
  "de_lowest_kj_mol": 212.49,
  "charge": 2,
  "molar_mass_g_mol": 325.28,
  "orbital_gap_ev": [9.56, 2.57],
  "homo_ev": [-15.596, -15.596],
  "energy_ev": -37434.82597,
  "multiplicity": 2,
  "elements": ["O", "H", "O", "H", "H", "H", "O", "H", "O", "H", "O", "H", "H", "H", "O", "O", "H", "H", "H", "H", "H", "H", "H", "H", "H", "H", "O", "O", "H", "H", "H", "H", "H", "H", "H", "O", "H", "H", "O", "H", "O", "H", "H", "O", "O", "O", "O", "O", "H", "H", "H", "O", "H", "H", "H"],
  "xyz": [[1.429, 0.889, -2.658], [2.275, -5.287, -2.274], [-0.919, 1.616, -4.158], [-0.360, -0.964, -2.105], [0.220, 2.084, 1.269], [1.504, 2.828, 1.468], [-4.387, 1.679, 2.751], [-3.935, 2.795, -3.636], [0.245, -2.197, 3.414], [0.795, -0.467, 6.220], [5.289, -2.197, -0.465], [4.724, 2.960, -2.290], [-1.252, 3.772, 1.181], [-4.294, -0.422, 0.320], [1.145, 1.904, 1.414], [-0.863, 4.592, 1.543], [0.611, -2.833, 1.011], [-0.533, 0.830, -4.636], [-5.395, -1.235, 0.922], [1.183, -4.408, -2.970], [5.139, -1.631, -1.208], [4.925, 1.722, -3.241], [-2.609, 3.330, -3.957], [2.437, 0.947, -2.591], [-2.158, 5.218, -1.648], [2.044, -1.331, 5.457], [-1.074, -1.583, -1.898], [4.370, 2.469, -3.028], [5.859, -2.956, -0.461], [-4.682, 0.959, 2.180], [-1.026, -2.513, 0.393], [0.503, -2.328, 4.398], [-3.424, 5.585, -0.937], [-2.034, 2.448, -0.107], [1.898, -5.438, 3.047], [1.391, -5.290, -2.629], [-0.138, 2.023, -3.767], [-0.488, -1.622, 3.659], [1.653, -2.368, 1.345], [-1.416, -2.136, -2.603], [-2.464, 5.517, -0.739], [-0.286, -2.486, -0.716], [-0.891, 1.490, -0.316], [-4.658, -0.651, 1.193], [-3.396, 3.566, -3.464], [-0.306, -3.097, 0.073], [1.580, -4.826, 2.386], [1.151, -1.326, 5.935], [-0.246, 4.871, 0.860], [0.917, -5.348, 1.916], [1.046, 1.443, -1.976], [-1.076, 2.430, -0.205], [1.634, -2.012, 2.309], [-3.763, 2.257, 2.289], [2.109, -3.273, 1.730]],
  "mulliken_charge": [-0.631, 0.319, -0.599, 0.369, 0.369, 0.316, -0.530, 0.300, -0.568, 0.331, -0.612, 0.323, 0.320, 0.309, -0.578, -0.272, 0.512, 0.288, 0.354, 0.293, 0.298, 0.326, 0.323, 0.305, 0.397, 0.354, -0.701, -0.631, 0.323, 0.411, 0.342, 0.368, 0.386, 0.364, 0.300, -0.610, 0.337, 0.242, -0.623, 0.294, -0.419, 0.450, 0.280, -0.700, -0.607, -0.598, -0.584, -0.694, 0.414, 0.299, 0.289, -0.738, 0.444, 0.284, 0.463]
}

=====

{
  "formula": "H37O19",
  "method": "the ωB97M-V functional and the def2-TZVPD basis",
  "de_lowest_kj_mol": 369.82,
  "charge": -1,
  "molar_mass_g_mol": 341.28,
  "orbital_gap_ev": 9.67,
  "homo_ev": -7.293,
  "energy_ev": -39504.44842,
  "elements": ["H", "O", "O", "O", "H", "H", "O", "H", "H", "H", "H", "H", "O", "H", "H", "H", "O", "O", "H", "H", "H", "H", "H", "H", "H", "O", "O", "H", "O", "O", "H", "H", "H", "H", "O", "H", "H", "H", "H", "O", "H", "H", "O", "O", "H", "H", "O", "H", "H", "O", "O", "O", "H", "H", "H", "H"],
  "xyz": [[0.598, -3.347, 3.632], [1.964, -1.498, 0.301], [-4.581, -0.190, 1.086], [1.519, 4.176, 0.193], [0.251, 0.063, -0.817], [1.574, 4.607, -0.660], [3.195, -3.566, 1.767], [1.113, -2.964, -1.391], [-0.321, -2.803, -0.742], [-0.543, 0.095, -4.343], [2.541, -3.153, 1.189], [1.342, -0.985, -0.228], [-0.892, 0.328, -3.474], [2.786, -0.951, 2.510], [-0.257, -1.096, 1.726], [3.649, 0.457, 1.918], [-0.677, 0.140, -0.567], [0.336, -3.447, -1.099], [-2.213, -2.680, 0.523], [1.051, -2.143, -3.216], [-3.696, -0.186, 1.489], [0.663, 1.335, 3.741], [1.231, -1.823, 4.099], [-0.968, -0.744, -0.852], [-1.605, -0.441, 1.875], [2.936, -0.028, 2.321], [0.346, -2.660, -3.630], [0.848, 3.501, 0.342], [0.012, 2.033, 3.865], [-2.241, -3.099, -0.354], [1.059, 0.550, -2.849], [-1.333, 3.101, -0.927], [-1.590, 1.481, 0.824], [-2.157, -0.319, -2.688], [3.140, 2.001, -0.365], [-2.548, -2.362, -0.916], [2.734, -3.652, 2.609], [2.626, -0.785, 0.290], [-0.995, 1.288, -3.114], [-2.742, -0.462, -1.827], [2.648, 2.664, 0.156], [-0.441, 2.103, 2.989], [1.438, 0.977, -2.073], [-1.109, -1.207, 2.207], [-4.395, 0.669, 0.670], [0.644, 1.611, -1.905], [-1.958, 3.467, -0.209], [0.619, -3.516, -3.273], [-1.871, 2.775, 1.638], [-1.463, 1.902, 1.683], [1.254, -2.659, 3.630], [-0.621, 2.591, -2.295], [-0.090, 3.386, -2.386], [-2.500, 0.440, -1.561], [-2.890, 3.434, -0.423], [2.582, 1.589, -1.089]],
  "mulliken_charge": [0.280, -0.323, -0.634, -0.706, -0.073, 0.319, -0.678, 0.229, 0.402, 0.228, 0.330, -0.245, -0.677, 0.326, 0.334, 0.250, 1.124, -0.692, 0.353, 0.279, 0.303, 0.296, 0.278, 0.055, 0.258, -0.589, -0.606, 0.327, -0.666, -0.740, 0.256, 0.354, 0.100, 0.501, -0.748, 0.323, 0.318, 0.314, 0.378, -0.782, 0.365, 0.449, -0.839, -0.674, 0.309, 0.470, -0.695, 0.365, 0.250, -0.653, -0.589, -1.109, 0.123, 0.177, 0.240, 0.456]
}

=====

{
  "formula": "H38O19",
  "method": "the ωB97M-V functional and the def2-TZVPD basis",
  "de_lowest_kj_mol": 954.51,
  "molar_mass_g_mol": 342.29,
  "orbital_gap_ev": 9.28,
  "homo_ev": -10.093,
  "energy_ev": -39513.00622,
  "elements": ["O", "H", "H", "H", "O", "O", "H", "O", "O", "H", "H", "O", "O", "O", "O", "H", "H", "H", "O", "H", "O", "O", "H", "H", "H", "O", "H", "H", "H", "H", "H", "O", "H", "O", "H", "H", "H", "H", "H", "H", "H", "H", "H", "H", "O", "H", "O", "H", "H", "H", "O", "H", "H", "H", "O", "H", "H"],
  "xyz": [[1.515, -2.358, 3.112], [-0.315, 2.941, 1.272], [1.837, -3.909, -1.977], [1.965, 1.281, -0.925], [-0.199, 2.542, -2.103], [3.697, -2.624, 0.234], [0.368, 5.036, 0.004], [-0.352, -0.903, 1.822], [0.319, 2.480, 1.839], [-0.481, 0.257, 0.013], [0.570, -0.239, 1.827], [-0.584, -1.292, -3.603], [3.012, 3.395, -2.035], [-2.270, 2.825, -0.114], [-0.186, 0.448, -0.906], [-2.969, -4.166, -1.450], [2.332, 0.825, 1.779], [3.002, 2.820, -2.707], [-0.457, 5.028, 0.088], [-2.154, 3.561, -0.644], [3.276, 2.192, 2.238], [1.767, 0.114, 1.886], [-0.787, 2.238, -1.573], [-3.258, -0.559, 1.348], [-2.986, -1.291, -1.644], [-2.811, -3.333, -1.880], [1.897, -0.147, 2.770], [-0.055, -4.462, -0.204], [-2.881, 2.199, 1.910], [0.636, -2.198, 2.719], [-1.859, -3.520, -2.031], [-2.984, -1.105, 2.099], [-0.574, -2.129, -3.096], [-3.842, -1.121, -1.942], [-0.962, 5.046, -0.615], [3.066, -3.385, 0.008], [0.497, 0.090, -1.194], [3.381, -1.897, -0.303], [3.178, 2.197, 3.188], [3.143, 0.634, -0.299], [-0.880, -1.502, -4.440], [-0.090, 1.798, -2.816], [-1.356, -4.300, 0.321], [-3.150, 2.434, 0.017], [1.647, -3.964, -0.874], [-1.960, -0.842, 2.132], [-0.904, -4.640, -0.557], [2.814, 2.984, 2.036], [1.756, -4.976, -1.103], [1.394, -3.326, 3.465], [-3.437, 1.493, 1.595], [2.121, 3.458, -1.707], [-4.161, -1.782, -1.411], [-0.101, -1.643, 1.189], [2.880, 1.260, -0.997], [-0.199, 2.281, 2.667], [-3.477, 0.702, 2.247]],
  "mulliken_charge": [-0.610, 0.257, 0.371, 0.391, -0.593, -0.642, 0.235, -0.955, -0.475, 0.132, 0.298, -0.525, -0.614, -0.529, -0.036, 0.276, 0.298, 0.284, -0.506, 0.172, -0.646, -0.309, 0.290, 0.322, 0.327, -0.557, 0.277, 0.242, 0.292, 0.406, 0.291, -0.803, 0.236, -0.582, 0.261, 0.465, 0.071, 0.249, 0.314, 0.190, 0.271, 0.324, 0.397, 0.336, -0.798, 0.467, -0.645, 0.285, 0.352, 0.287, -0.753, 0.263, 0.278, 0.275, -0.570, 0.257, 0.407]
}

=====

{
  "formula": "H3IN2O2S",
  "method": "the ωB97M-V functional and the def2-TZVPD basis",
  "de_lowest_kj_mol": 422.43,
  "molar_mass_g_mol": 222.01,
  "orbital_gap_ev": 7.90,
  "homo_ev": -9.151,
  "energy_ev": -26053.90897,
  "elements": ["I", "N", "H", "O", "S", "O", "N", "H", "H"],
  "xyz": [[1.293, -1.197, 0.948], [-0.732, 1.364, 0.532], [-0.142, -2.909, -0.426], [0.439, 1.659, -1.845], [0.023, 0.666, -0.879], [1.516, 0.415, -0.345], [-0.181, -2.113, 0.359], [-0.505, 0.673, 1.132], [-1.712, 1.442, 0.523]],
  "mulliken_charge": [0.637, -0.478, 0.229, -0.528, 0.670, -0.458, -0.563, 0.220, 0.272]
}